(1)
Density functional theory data (wB97M-V/def2-TZVPD) for the molecule C2H5NOP2 at a distorted geometry.

Geometry as ORCA input:
```
! wB97M-V def2-TZVPD RIJCOSX def2/J DEFGRID3
* xyz 0 1
P 1.19 -1.57 -2.68
P 0.98 -0.31 0.10
O 0.13 1.89 1.48
N 0.67 -0.58 -1.42
C -0.82 1.02 2.13
C -0.24 0.93 0.61
H 1.27 -3.00 -2.10
H -0.37 0.48 2.86
H -1.79 1.50 2.37
H 0.07 -1.65 -3.32
H -1.09 1.28 -0.03
*
```

The largest force on an atom is 4.51 eV Å⁻¹. As for the SMILES: P/N=P/[C@H]1CO1. Its energy relative to the best compared isomer or geometry (same formula, charge and spin) is 59.2 kcal/mol. The total energy comes out at -891.7785 Eh. The HOMO energy is -8.7 eV. The calculation puts the HOMO-LUMO gap at 8.0 eV.

These are the Löwdin partial charges, in e, on atoms 1 to 8:
1 P 0.625
2 P 0.873
3 O -0.162
4 N -0.721
5 C -0.064
6 C -0.548
7 H -0.079
8 H 0.048

(2)
Density functional theory data (wB97M-V/def2-TZVPD) for the molecule C3H9NS at a distorted geometry.

Geometry as ORCA input:
```
! wB97M-V def2-TZVPD RIJCOSX def2/J DEFGRID3
* xyz 0 1
S -2.46 -0.88 -0.17
N 1.54 -1.18 0.45
C 1.01 -0.21 -0.58
C -1.57 0.56 0.39
C -0.05 0.67 -0.19
H 0.02 1.66 0.59
H -1.58 0.91 1.62
H -2.22 1.51 0.00
H 1.96 -0.44 1.05
H -1.53 -1.95 0.18
H 0.61 -0.98 -1.15
H 2.46 -1.56 0.00
H 1.85 0.55 -0.98
H -0.04 1.33 -1.20
*
```

The largest force on an atom is 9.02 eV Å⁻¹. As for the SMILES: NCCCS. Its energy relative to the best compared isomer or geometry (same formula, charge and spin) is 86.2 kcal/mol. The total energy comes out at -572.5027 Eh. The HOMO energy is -8.9 eV. The calculation puts the HOMO-LUMO gap at 9.7 eV.

These are the Löwdin partial charges, in e, on atoms 1 to 8:
1 S 0.613
2 N -0.040
3 C -0.376
4 C -0.678
5 C -0.328
6 H 0.143
7 H 0.126
8 H 0.099

(3)
Density functional theory data (wB97M-V/def2-TZVPD) for a structure of composition C3H5NO at a distorted geometry.

Geometry as ORCA input:
```
! wB97M-V def2-TZVPD RIJCOSX def2/J DEFGRID3
* xyz 0 1
O -0.91 1.61 0.65
N -0.82 -0.97 0.62
C 0.56 -0.96 0.32
C -0.32 1.34 -0.38
C 0.08 -0.01 -0.71
H -0.94 -0.41 1.51
H -0.06 2.13 -1.11
H 1.29 -0.61 1.04
H 0.32 -0.23 -1.78
H 0.80 -1.88 -0.18
*
```

The largest force on an atom is 1.82 eV Å⁻¹. Its energy relative to the best compared isomer or geometry (same formula, charge and spin) is 77.9 kcal/mol. The total energy comes out at -247.1831 Eh. The HOMO energy is -9.4 eV. The calculation puts the HOMO-LUMO gap at 9.2 eV.

These are the Löwdin partial charges, in e, on atoms 1 to 8:
1 O 0.010
2 N 0.106
3 C -0.314
4 C -0.290
5 C -0.080
6 H 0.090
7 H 0.119
8 H 0.118

(4)
Density functional theory data (wB97M-V/def2-TZVPD) for a structure of composition C26H30BO3 at a distorted geometry.

Geometry as ORCA input:
```
! wB97M-V def2-TZVPD RIJCOSX def2/J DEFGRID3
* xyz 1 1
O 2.00 0.30 4.42
O 2.42 0.32 -0.05
O 2.11 -1.99 0.21
C -1.04 -1.54 4.76
C 4.49 0.30 4.54
C -1.57 0.34 3.23
C 0.98 0.17 -0.19
C -2.09 -2.31 6.84
C -3.90 -3.92 6.96
C -2.59 -0.47 2.68
C -0.39 -0.26 4.22
C -2.13 -2.15 8.24
C -3.54 1.44 1.49
C -1.11 -1.59 6.10
C -0.30 -1.92 0.90
C -1.78 1.73 3.16
C -2.95 -3.24 6.20
C 0.49 -2.21 -1.36
C 0.70 0.82 -1.52
C 0.10 1.00 0.73
C -3.09 -2.82 9.00
C -3.98 -3.71 8.35
C 1.60 -1.86 4.19
C -3.49 0.06 1.74
C 3.20 -0.36 4.50
C 0.76 -1.44 -0.07
C 2.95 -1.72 4.54
C 0.99 -0.60 4.28
C -2.72 2.28 2.28
B 2.78 -0.94 -0.37
H -1.33 -1.75 0.51
H -3.13 -2.67 10.09
H 1.14 -2.79 3.91
H -2.76 -1.48 3.08
H -0.26 -1.43 1.89
H -2.80 3.36 2.19
H -4.21 1.85 0.74
H -0.30 1.23 -1.53
H 0.09 2.10 0.51
H -0.21 -3.00 1.03
H -1.25 2.38 3.86
H 4.57 1.08 5.31
H -2.84 -3.45 5.14
H 0.33 0.91 1.80
H 0.53 -3.28 -1.09
H 0.84 0.14 -2.34
H 4.87 0.70 3.58
H 3.68 -2.44 4.86
H 5.21 -0.49 4.82
H 1.29 -2.06 -2.10
H -0.49 -2.03 -1.81
H -4.57 -4.64 6.48
H 1.43 1.63 -1.57
H -0.96 0.76 0.58
H -1.38 -1.50 8.70
H -0.38 -0.98 6.66
H -1.10 -2.36 4.02
H -0.43 0.62 4.88
H -4.70 -4.26 8.95
H -4.14 -0.62 1.21
*
```

The largest force on an atom is 6.17 eV Å⁻¹. Its energy relative to the best compared isomer or geometry (same formula, charge and spin) is 69.1 kcal/mol. The total energy comes out at -1258.8574 Eh. The HOMO energy is -9.6 eV. The calculation puts the HOMO-LUMO gap at 2.5 eV.

These are the Löwdin partial charges, in e, on atoms 1 to 8:
1 O 0.085
2 O 0.227
3 O 0.193
4 C -0.099
5 C -0.023
6 C -0.162
7 C -0.381
8 C -0.228

(5)
Density functional theory data (wB97M-V/def2-TZVPD) for a structure of composition C4H3CeLiO at a distorted geometry.

Geometry as ORCA input:
```
! wB97M-V def2-TZVPD RIJCOSX def2/J DEFGRID3
* xyz 3 2
Ce -1.06 2.15 0.92
O 2.50 3.39 2.34
C 1.60 -0.02 2.33
C 1.74 2.24 0.34
C 2.27 3.12 1.23
C 0.54 0.61 2.24
Li 1.63 2.24 3.92
H 1.95 1.35 -0.25
H 1.88 3.21 -0.40
H 2.34 -0.74 2.67
*
```

The largest force on an atom is 6.31 eV Å⁻¹. Its energy relative to the best compared isomer or geometry (same formula, charge and spin) is 18.6 kcal/mol. The total energy comes out at -710.7295 Eh. The HOMO energy (alpha / beta) is -22.2 / -22.2 eV. The calculation puts the HOMO-LUMO gap (alpha / beta) at 6.9 / 7.6 eV.

These are the Löwdin partial charges, in e, on atoms 1 to 8:
1 Ce 2.086
2 O 0.191
3 C 0.042
4 C -0.100
5 C -0.181
6 C -0.287
7 Li 0.835
8 H 0.129

(6)
Density functional theory data (wB97M-V/def2-TZVPD) for a cluster of 8 separate species, C25H67NO8 in total at a distorted geometry.

Geometry as ORCA input:
```
! wB97M-V def2-TZVPD RIJCOSX def2/J DEFGRID3
* xyz 0 1
O -2.43 -2.64 -2.02
O -0.22 -4.10 1.58
O -2.39 3.09 1.75
O 4.59 0.97 -4.47
O -0.87 -1.81 0.16
O 2.45 0.46 3.24
O 2.72 1.13 -2.20
O -4.99 2.20 -2.16
N -4.62 2.72 3.49
C 4.64 -1.34 -3.99
C -3.24 -4.78 -1.03
C 5.48 -0.08 -3.99
C 1.49 3.16 -1.84
C -0.07 -0.85 -0.48
C 1.37 1.92 -4.07
C -0.07 -4.12 2.98
C -2.56 -4.04 -2.18
C 0.07 0.32 0.52
C -3.59 0.68 2.86
C -1.77 4.32 1.33
C -2.66 2.26 -2.03
C 1.22 -1.58 -1.00
C -2.22 2.72 3.13
C -3.89 1.85 -1.31
C 2.40 2.63 2.41
C 3.08 1.71 3.40
C 3.12 2.24 4.87
C 0.50 -2.76 3.34
C 1.50 1.80 -2.59
C -3.81 0.35 -0.94
C 6.72 -0.16 -4.85
C -1.41 -4.38 3.79
C -3.44 1.94 3.62
C -1.21 -4.71 -2.45
H -1.82 2.14 -1.32
H -1.83 5.20 1.93
H -1.30 2.13 3.29
H -2.73 0.02 3.11
H -4.51 0.11 3.14
H 0.33 2.14 -4.34
H -2.13 3.61 3.80
H 4.23 -1.52 -4.98
H -0.59 -4.66 -1.57
H -4.76 -0.07 -0.58
H -3.19 -5.84 -1.19
H 3.41 1.26 -2.89
H 1.50 1.03 -4.66
H 5.73 0.18 -2.97
H -2.11 4.48 0.29
H -1.42 -5.80 -2.59
H 0.61 1.16 0.11
H -0.61 -4.26 -3.22
H 5.16 1.73 -4.49
H 1.97 2.73 -4.50
H 1.67 -2.11 -0.15
H -3.50 -0.22 -1.84
H -2.75 -4.62 -0.07
H 2.84 -0.21 3.80
H -4.56 3.62 3.96
H -2.20 -3.67 3.52
H 1.39 -2.39 2.84
H -0.62 -0.65 -1.40
H -2.63 3.33 -2.35
H 0.66 -0.01 1.33
H 1.48 2.98 -0.76
H -0.66 4.23 1.24
H 3.81 3.07 4.99
H -4.31 -4.49 -0.89
H -1.27 -4.28 4.89
H 0.65 -4.90 3.22
H 2.11 2.54 5.19
H 4.15 1.62 3.19
H 2.34 3.84 -2.11
H 6.44 -0.40 -5.86
H -3.22 1.79 4.71
H 0.78 -2.84 4.39
H 1.10 -2.24 -1.82
H 1.39 2.88 2.78
H 3.81 -1.29 -3.24
H 5.33 -2.14 -3.67
H 3.43 1.47 5.58
H 2.28 2.11 1.48
H -0.39 -2.47 0.70
H -5.72 1.56 -1.99
H -0.21 -1.93 3.22
H -1.95 -2.52 -1.17
H -1.78 -5.38 3.60
H 0.53 3.63 -2.10
H 3.05 3.52 2.27
H 0.69 1.20 -2.16
H -3.98 2.40 -0.38
H -3.04 0.22 -0.18
H -3.23 -4.16 -3.06
H -4.84 2.85 2.53
H -3.61 0.86 1.78
H -2.49 1.57 -2.89
H -0.72 -4.86 1.33
H 7.37 -1.01 -4.55
H -0.88 0.73 0.92
H 7.41 0.67 -4.73
H 1.99 -0.82 -1.28
*
```

The largest force on an atom is 3.46 eV Å⁻¹. As for the SMILES: COC[C@H](C)N.CC(C)O.CC(C)O.CC(C)O.CC(C)O.CC(C)O.CC(C)O.CC(C)O. Its energy relative to the best compared isomer or geometry (same formula, charge and spin) is 0.0 kcal/mol. The total energy comes out at -1649.3118 Eh. The HOMO energy is -8.9 eV. The calculation puts the HOMO-LUMO gap at 9.5 eV.

These are the Löwdin partial charges, in e, on atoms 1 to 8:
1 O -0.067
2 O -0.061
3 O -0.211
4 O -0.078
5 O -0.103
6 O -0.053
7 O -0.098
8 O -0.055